P) C8H15NOS in the gas phase. Source: OMol25; level of theory: ωB97M-V/def2-TZVPD.

The geometry in XYZ format:
```
26
C8H15NOS ωB97M-V/def2-TZVPD
C 1.326 0.708 0.813
C 2.606 -0.025 0.568
C 0.594 -2.152 -0.286
C 1.095 1.828 -0.186
C -0.414 2.063 -0.329
C -1.025 0.890 -1.029
C -2.113 0.077 -0.257
C -1.308 -2.034 0.588
N -1.667 -0.744 0.906
O 0.562 0.430 1.716
S 2.253 -1.213 -0.786
H 3.404 0.531 0.274
H 2.859 -0.625 1.391
H 0.321 -2.828 -1.100
H 1.021 -2.735 0.556
H 1.653 2.765 0.207
H 1.487 1.753 -1.174
H -0.804 2.279 0.632
H -0.463 3.084 -0.903
H -1.625 1.256 -1.912
H -0.303 0.191 -1.460
H -2.989 0.593 0.019
H -2.435 -0.689 -1.003
H -1.677 -2.383 -0.322
H -1.299 -2.682 1.456
H -1.060 -0.339 1.617
```

---

Q) C8H15NOS in the gas phase. Source: OMol25; level of theory: ωB97M-V/def2-TZVPD.

Summary:
Structure (SMILES): CN1C[C@](O)(C(C)(C)C)C1=S

The geometry in XYZ format:
```
26
C8H15NOS ωB97M-V/def2-TZVPD
C 0.687 -0.982 0.821
C -1.375 -0.535 0.586
C -0.114 0.329 0.571
C 0.653 -0.216 -1.731
C 1.554 1.937 -0.478
C -0.790 1.792 -1.285
C -0.727 -2.955 1.481
C 0.374 1.004 -0.796
N -0.434 -1.695 0.842
O -0.226 1.219 1.734
S 2.174 -1.382 1.124
H -2.045 -0.363 1.422
H -1.838 -0.633 -0.353
H -0.236 -0.729 -1.793
H 1.431 -0.764 -1.359
H 0.810 0.378 -2.698
H 2.338 1.834 -1.170
H 1.184 2.969 -0.565
H 1.825 1.611 0.554
H -0.440 2.664 -1.990
H -1.365 2.142 -0.415
H -1.499 1.149 -1.998
H 0.230 -3.483 1.687
H -1.171 -2.762 2.446
H -1.398 -3.596 0.985
H 0.398 1.070 2.381
```

---

Q) takes first place; second place is 143.6 kJ/mol up.

---

P) A gas-phase ion, C4H2ClO2 (charge -1). Source: OMol25; level of theory: ωB97M-V/def2-TZVPD.

Summary:
Structure (SMILES): C#C[C@@H](Cl)C(=O)[O-]
Total charge: -1

The geometry in XYZ format:
```
9
C4H2ClO2 ωB97M-V/def2-TZVPD
C 1.872 -0.235 1.017
C 1.080 -0.428 0.138
C -1.220 0.907 -0.089
C -0.154 -0.416 -0.710
O -1.501 0.896 1.105
O -1.543 1.582 -1.029
Cl -1.090 -1.988 -0.506
H 2.568 -0.202 1.822
H -0.012 -0.116 -1.748
```

---

Q) 2 unconnected molecules or ions with the total composition C4H2ClO2. Source: OMol25; level of theory: ωB97M-V/def2-TZVPD.

Summary:
Total charge: -1

The geometry in XYZ format:
```
9
C4H2ClO2 ωB97M-V/def2-TZVPD
C 1.145 0.051 -0.910
C 0.109 0.120 -0.332
C -2.667 -1.031 -0.124
C -1.837 0.250 0.413
O -3.436 -0.777 -1.014
O -2.380 -2.079 0.468
Cl -2.356 1.863 0.091
H 2.085 -0.306 -1.272
H -1.470 0.037 1.496
```

---

P) takes first place; second place is 195.7 kJ/mol up.

---

P) 2 unconnected molecules or ions with the total composition C5H13N2O. Source: OMol25; level of theory: ωB97M-V/def2-TZVPD.

Summary:
Total charge: +1

The geometry in XYZ format:
```
21
C5H13N2O ωB97M-V/def2-TZVPD
C 3.024 0.008 0.202
C 2.189 0.899 -0.650
C -2.100 1.069 -0.166
C -2.275 -0.366 0.263
C -0.277 -1.713 0.389
N -1.246 -1.179 -0.263
N 1.544 0.158 0.415
O 0.772 -2.307 -0.012
H 3.229 -0.976 -0.298
H 3.589 0.503 0.898
H 2.310 1.927 -0.485
H 1.954 0.740 -1.716
H -2.672 1.790 0.310
H -1.045 1.257 0.217
H -2.120 1.221 -1.190
H -2.284 -0.339 1.368
H -3.154 -0.701 -0.052
H -0.471 -1.849 1.501
H -1.424 -1.265 -1.300
H 1.258 0.813 1.175
H 1.116 -2.215 -0.895
```

---

Q) A molecular structure, C5H13N2O. Source: OMol25; level of theory: ωB97M-V/def2-TZVPD.

Summary:
Total charge: +1

The geometry in XYZ format:
```
21
C5H13N2O ωB97M-V/def2-TZVPD
N 1.808 -2.200 0.171
C 2.708 0.747 -0.524
C 1.296 1.095 -0.041
N 0.440 -0.139 -0.127
C -1.430 0.215 1.604
C -0.834 0.134 0.239
C -1.827 0.282 -0.895
O -3.034 0.198 -0.732
H 2.984 -0.049 0.177
H 2.184 -2.757 -0.598
H 0.918 -1.167 0.130
H 2.458 0.132 -1.389
H 3.463 1.493 -0.705
H 0.803 1.882 -0.642
H 1.145 1.345 1.011
H 1.762 -2.854 0.955
H -1.493 -0.814 1.959
H -0.974 0.889 2.330
H -2.437 0.613 1.410
H -1.197 1.242 -0.445
H -1.272 -0.071 -1.788
```

---

P) takes first place; second place is 631.2 kJ/mol up.

---

P) A molecular structure, C5H13N2O. Source: OMol25; level of theory: ωB97M-V/def2-TZVPD.

Summary:
Total charge: +1

The geometry in XYZ format:
```
21
C5H13N2O ωB97M-V/def2-TZVPD
O 0.932 -0.677 -1.481
C 0.882 0.204 -0.689
N 1.858 0.279 0.693
C 3.209 -0.038 0.236
C -0.659 0.614 -0.209
N -1.400 0.792 -1.344
C -2.650 -0.556 0.907
C -1.173 -0.582 0.675
H 1.191 -0.537 0.437
H 3.250 -0.902 -0.408
H 3.624 0.824 -0.285
H 3.827 -0.259 1.113
H -0.578 1.533 0.373
H -1.071 0.215 -2.096
H 1.169 1.233 -1.023
H -1.818 1.660 -1.686
H -2.940 0.091 1.713
H -3.222 -0.348 0.013
H -2.922 -1.573 1.211
H -0.823 -1.509 0.209
H -0.687 -0.464 1.643
```

---

Q) A gas-phase ion, C5H13N2O (charge +1). Source: OMol25; level of theory: ωB97M-V/def2-TZVPD.

Summary:
Structure (SMILES): [H]/N=C(/C)[C@](C)(O)C[NH3+]
Total charge: +1

The geometry in XYZ format:
```
21
C5H13N2O ωB97M-V/def2-TZVPD
C 1.450 -0.420 0.034
C 1.497 -1.168 -1.225
C 0.090 1.769 -0.577
C -1.367 -0.280 -0.043
C -0.026 0.505 0.270
N 2.403 -0.342 0.830
N -1.566 -1.188 1.211
O 0.018 0.797 1.612
H 2.225 -2.022 -1.060
H 2.149 -0.656 -1.932
H 0.440 -1.555 -1.567
H 1.071 2.153 -0.243
H -0.060 1.834 -1.659
H -0.678 2.537 -0.135
H -2.171 0.387 -0.155
H -1.124 -0.766 -1.009
H 2.354 0.179 1.700
H -0.951 -0.669 1.840
H -1.067 -2.084 1.085
H -2.624 -1.383 1.403
H 0.775 1.252 1.879
```

---

Q) takes first place; second place is 542.5 kJ/mol up.

---

P) A gas-phase ion, C5H13N2O (charge +1). Source: OMol25; level of theory: ωB97M-V/def2-TZVPD.

Summary:
Structure (SMILES): CC[C@H]([NH3+])C(=O)NC
Total charge: +1

The geometry in XYZ format:
```
21
C5H13N2O ωB97M-V/def2-TZVPD
O 0.369 2.001 -0.160
C 0.453 0.835 -0.537
N 0.750 0.472 -1.778
C 1.012 -0.866 -2.279
C 0.208 -0.220 0.528
N 0.427 0.513 1.806
C -1.802 -1.484 1.638
C -1.269 -0.696 0.446
H 0.982 1.244 -2.386
H 0.664 -0.982 -3.308
H 2.084 -1.023 -2.316
H 0.475 -1.652 -1.755
H 0.803 -1.131 0.545
H 1.249 0.190 2.313
H -0.327 0.352 2.445
H 0.514 1.505 1.492
H -1.099 -1.605 2.465
H -2.706 -1.023 2.020
H -2.097 -2.497 1.372
H -1.906 0.163 0.238
H -1.326 -1.215 -0.483
```

---

Q) A gas-phase ion, C5H13N2O (charge +1). Source: OMol25; level of theory: ωB97M-V/def2-TZVPD.

Summary:
Structure (SMILES): CC/[N+](C)=C(/O)CN
Total charge: +1

The geometry in XYZ format:
```
21
C5H13N2O ωB97M-V/def2-TZVPD
N 2.805 -0.500 -1.334
C 1.346 -0.214 -1.439
C 0.904 -0.325 0.016
N -0.251 0.196 0.464
C -1.518 0.438 -0.367
C -2.820 0.140 0.322
C -0.361 0.239 1.936
O 1.882 -0.570 0.946
H 3.395 -1.346 -1.717
H 2.900 -0.578 0.543
H 3.247 0.398 -1.554
H 1.089 0.777 -1.813
H 0.857 -0.671 -2.299
H -1.436 1.330 -1.031
H -1.452 -0.348 -1.322
H -3.173 1.087 0.753
H -3.537 -0.328 -0.430
H -2.859 -0.519 1.199
H -0.531 1.209 2.293
H 0.632 -0.020 2.380
H -1.122 -0.395 2.456
```

---

P) takes first place; second place is 257.3 kJ/mol up.